Computed, not measured: a 9-piece molecular cluster, C46H119N9O14 overall, with the ωB97M-V functional and the def2-TZVPD basis.

Structure (ORCA input):
```
! RIJCOSX wB97M-V def2-TZVPD def2/J DEFGRID3
* xyz -1 2
C 1.21 2.93 -6.09
O 2.51 2.50 -6.43
C 2.83 1.27 -5.86
C 3.38 1.33 -4.48
N 4.60 2.18 -4.51
C 5.11 2.28 -3.08
C 6.48 2.88 -3.11
O 6.71 3.99 -2.21
C 6.43 3.71 -0.82
H 1.14 3.40 -5.11
H 0.46 2.14 -6.20
H 1.06 3.66 -6.89
H 3.57 0.79 -6.49
H 2.08 0.48 -5.82
H 3.74 0.32 -4.29
H 2.52 1.61 -3.87
H 4.24 3.07 -4.81
H 5.01 1.34 -2.55
H 4.44 2.96 -2.56
H 6.92 3.10 -4.08
H 7.25 2.19 -2.77
H 6.95 4.32 -0.08
H 6.77 2.69 -0.67
H 5.35 3.73 -0.66
C -7.77 -1.29 -2.72
O -6.42 -0.72 -2.48
C -5.55 -1.25 -3.46
C -4.08 -1.07 -3.19
N -3.40 -0.05 -3.99
C -3.95 1.23 -3.59
C -2.96 2.39 -3.98
O -1.79 2.55 -3.16
C -2.07 2.93 -1.84
H -7.77 -2.38 -2.81
H -8.20 -0.99 -3.68
H -8.59 -1.18 -2.01
H -5.75 -1.01 -4.50
H -5.72 -2.31 -3.29
H -3.52 -1.99 -3.37
H -3.92 -1.02 -2.11
H -2.40 0.00 -3.84
H -4.15 1.35 -2.53
H -4.83 1.40 -4.21
H -3.46 3.35 -4.04
H -2.51 2.25 -4.97
H -2.68 3.81 -1.65
H -1.09 3.28 -1.51
H -2.49 2.13 -1.23
C 7.93 7.77 2.94
O 7.01 7.44 3.94
C 7.50 6.39 4.82
C 7.50 5.00 4.06
N 6.18 4.33 4.12
C 5.08 5.10 3.59
C 3.92 4.13 3.18
O 2.82 4.83 2.75
C 1.66 4.00 2.58
H 8.65 8.48 3.33
H 7.55 8.42 2.14
H 8.51 6.96 2.50
H 6.85 6.40 5.69
H 8.54 6.65 5.02
H 8.20 4.30 4.52
H 7.95 5.09 3.08
H 6.29 3.51 3.53
H 5.33 5.64 2.67
H 4.76 5.82 4.34
H 3.72 3.70 4.16
H 4.18 3.29 2.53
H 0.73 4.43 2.19
H 1.30 3.68 3.56
H 1.83 3.07 2.03
C 2.02 7.21 6.71
O 0.92 6.41 6.38
C -0.32 7.09 6.66
C -1.48 6.10 6.78
N -2.04 5.56 5.54
C -1.01 4.73 4.79
C -1.57 3.53 4.01
O -2.05 4.06 2.79
C -2.69 3.15 1.90
H 2.83 6.85 6.08
H 2.32 7.23 7.75
H 1.98 8.26 6.42
H -0.66 7.73 5.85
H -0.19 7.74 7.52
H -2.21 6.59 7.42
H -1.04 5.34 7.43
H -2.25 6.31 4.90
H -0.26 4.33 5.48
H -0.43 5.35 4.10
H -2.45 3.14 4.53
H -0.81 2.75 3.92
H -3.62 2.71 2.24
H -2.09 2.30 1.58
H -3.00 3.79 1.08
C -0.71 -4.11 -2.97
O -0.66 -5.55 -2.73
C -2.03 -6.01 -2.51
C -2.40 -7.55 -2.64
N -2.52 -7.80 -4.12
C -2.85 -9.22 -4.43
C -3.87 -9.38 -5.56
O -4.44 -10.77 -5.57
C -5.08 -11.16 -6.71
H -1.32 -3.60 -2.22
H -1.03 -3.85 -3.98
H 0.31 -3.73 -2.89
H -2.66 -5.27 -2.99
H -2.20 -5.84 -1.45
H -3.32 -7.77 -2.11
H -1.65 -8.09 -2.06
H -1.66 -7.41 -4.47
H -3.25 -9.68 -3.52
H -1.87 -9.68 -4.57
H -3.46 -8.90 -6.45
H -4.75 -8.79 -5.30
H -5.52 -12.14 -6.52
H -4.41 -11.14 -7.57
H -5.92 -10.52 -7.00
C -4.20 -0.75 2.28
C -5.80 -0.96 2.23
C -6.57 0.20 2.90
O -8.03 0.19 2.58
C -8.84 0.68 3.65
N -6.08 -1.01 0.85
H -3.80 -0.55 3.28
H -3.95 0.13 1.69
H -3.65 -1.57 1.83
H -5.96 -1.88 2.79
H -6.17 1.14 2.50
H -6.32 0.33 3.96
H -9.78 0.13 3.53
H -9.04 1.74 3.47
H -8.52 0.41 4.65
H -7.07 -1.11 0.67
H -5.92 -0.08 0.47
C 0.29 -3.97 2.73
C -1.20 -4.20 2.37
C -2.14 -4.29 3.59
O -2.18 -2.95 4.06
C -2.92 -2.83 5.33
N -1.72 -3.27 1.35
H 0.15 -3.07 3.33
H 0.88 -3.67 1.87
H 0.72 -4.82 3.26
H -1.32 -5.21 2.00
H -1.70 -4.85 4.42
H -3.15 -4.56 3.31
H -2.98 -1.79 5.65
H -2.56 -3.41 6.17
H -3.94 -3.15 5.16
H -2.61 -3.58 0.98
H -1.90 -2.44 1.89
C 5.26 -3.09 -1.40
C 4.08 -3.34 -2.35
C 4.52 -4.30 -3.48
O 5.72 -3.86 -4.13
C 6.00 -4.59 -5.41
N 3.04 -3.98 -1.57
H 6.14 -2.70 -1.90
H 5.48 -4.01 -0.85
H 5.02 -2.39 -0.59
H 3.89 -2.35 -2.76
H 3.78 -4.22 -4.27
H 4.44 -5.37 -3.31
H 5.28 -4.33 -6.19
H 5.93 -5.67 -5.25
H 7.02 -4.35 -5.69
H 2.33 -4.43 -2.12
H 3.38 -4.72 -0.97
C 2.00 0.11 -0.50
C 1.13 -0.81 0.25
C -0.12 -0.03 0.74
O 0.18 0.93 1.87
C 0.40 0.24 3.07
N 0.75 -1.93 -0.61
H 2.11 1.11 -0.10
H 1.62 0.14 -1.52
H 3.00 -0.28 -0.67
H 1.58 -1.24 1.14
H -0.98 -0.54 1.18
H -0.52 0.53 -0.11
H -0.51 -0.24 3.45
H 0.80 1.00 3.74
H 1.22 -0.48 3.03
H 1.61 -2.44 -0.69
H 0.08 -2.37 0.00
*
```

As for the expectation value of S²: 0.750. The HOMO-LUMO gap (spin up / spin down) comes out at 1.3 / 9.0 eV. The LUMO energy (spin up / spin down) comes out at 1.99 / 1.96 eV.

---

Computed, not measured: a 13-piece molecular cluster, C46H123N5O26 overall, with the ωB97M-V functional and the def2-TZVPD basis.

Structure (ORCA input):
```
! RIJCOSX wB97M-V def2-TZVPD def2/J DEFGRID3
* xyz 0 1
C -9.22 -0.11 1.29
C -9.87 -1.42 0.88
O -11.18 -1.38 0.19
O -8.13 -0.11 2.23
H -9.96 0.53 1.77
H -8.91 0.44 0.39
H -9.93 -2.07 1.75
H -9.31 -2.10 0.25
H -11.08 -0.99 -0.68
H -8.13 0.56 2.91
C -5.78 8.42 -1.35
C -5.76 8.91 0.07
O -4.68 9.78 0.44
O -4.93 7.19 -1.45
H -5.39 9.13 -2.07
H -6.76 8.03 -1.63
H -5.80 8.04 0.72
H -6.63 9.53 0.28
H -3.85 9.33 0.29
H -4.01 7.25 -1.19
C 13.66 5.57 -0.62
C 13.11 4.99 0.68
O 12.81 3.69 0.53
O 14.81 5.09 -1.03
H 13.68 6.62 -0.30
H 12.83 5.50 -1.32
H 12.18 5.47 0.99
H 13.89 5.35 1.35
H 12.88 3.21 1.36
H 14.54 4.31 -1.52
C -3.98 2.20 -9.24
C -4.21 2.49 -10.72
O -4.86 1.38 -11.32
O -5.24 2.41 -8.52
H -3.21 2.91 -8.92
H -3.68 1.16 -9.31
H -3.21 2.72 -11.08
H -4.89 3.30 -10.98
H -4.15 0.87 -11.73
H -5.61 1.53 -8.39
C 2.43 7.36 1.40
C 0.94 7.42 1.15
O 0.63 7.85 -0.16
O 2.97 6.57 0.32
H 2.72 6.99 2.39
H 2.88 8.35 1.33
H 0.44 7.90 1.99
H 0.63 6.37 1.18
H 1.47 7.80 -0.63
H 3.16 5.69 0.65
C -8.26 -4.65 -8.60
C -7.69 -3.33 -8.50
O -7.43 -3.03 -7.09
O -8.87 -5.02 -9.81
H -9.04 -4.85 -7.86
H -7.50 -5.41 -8.43
H -8.48 -2.64 -8.81
H -6.89 -3.12 -9.20
H -7.12 -3.81 -6.63
H -9.48 -5.76 -9.75
C 12.84 1.96 8.53
C 11.43 2.66 8.39
O 11.72 4.01 8.22
O 13.38 1.78 7.25
H 12.77 0.93 8.86
H 13.33 2.50 9.34
H 10.94 2.58 9.36
H 10.79 2.27 7.60
H 11.62 4.11 7.27
H 14.33 1.73 7.38
C 4.53 -2.69 -6.60
C 3.41 -3.66 -6.83
O 2.67 -3.74 -5.58
O 3.92 -1.38 -6.56
H 5.48 -2.57 -7.13
H 4.89 -2.85 -5.59
H 3.87 -4.63 -7.01
H 2.73 -3.46 -7.65
H 2.38 -2.87 -5.31
H 4.62 -0.72 -6.54
C -3.60 -7.81 -2.04
O -4.31 -8.66 -2.87
C -4.90 -9.73 -2.09
C -4.05 -10.95 -1.81
N -3.99 -11.91 -2.84
C -3.72 -13.25 -2.44
C -2.30 -13.54 -2.19
O -1.90 -13.07 -0.88
C -0.47 -13.04 -0.72
H -2.61 -8.24 -1.88
H -4.09 -7.50 -1.11
H -3.62 -6.80 -2.43
H -5.74 -10.15 -2.65
H -5.24 -9.37 -1.12
H -4.59 -11.22 -0.90
H -3.06 -10.63 -1.49
H -3.22 -11.64 -3.45
H -4.09 -13.99 -3.15
H -4.23 -13.41 -1.49
H -1.69 -13.22 -3.04
H -2.16 -14.62 -2.17
H -0.13 -12.03 -0.49
H 0.16 -13.37 -1.54
H -0.16 -13.67 0.12
C -0.49 0.90 -1.77
O 0.08 0.56 -0.50
C -0.79 0.89 0.65
C -0.03 0.59 1.88
N 0.98 1.61 2.22
C 1.92 1.15 3.30
C 3.11 2.15 3.51
O 3.86 2.46 2.38
C 4.58 1.41 1.75
H 0.22 1.07 -2.59
H -1.05 1.82 -1.85
H -1.14 0.09 -2.10
H -1.66 0.25 0.53
H -0.98 1.96 0.53
H 0.40 -0.39 1.67
H -0.71 0.52 2.73
H 1.40 2.11 1.44
H 2.41 0.18 3.16
H 1.38 1.09 4.25
H 3.82 1.95 4.31
H 2.63 3.08 3.84
H 5.29 0.97 2.44
H 5.02 1.89 0.87
H 3.78 0.76 1.38
C 9.34 -0.47 -13.50
O 10.22 -0.66 -12.34
C 9.48 -0.54 -11.14
C 10.58 -0.41 -10.14
N 11.21 0.93 -10.30
C 10.41 2.15 -9.87
C 10.24 2.37 -8.39
O 9.01 1.78 -8.00
C 8.89 1.85 -6.57
H 9.91 -0.81 -14.37
H 9.22 0.62 -13.56
H 8.47 -1.10 -13.35
H 8.89 -1.41 -10.86
H 8.77 0.29 -11.13
H 11.34 -1.19 -10.07
H 10.28 -0.26 -9.10
H 11.27 1.01 -11.30
H 9.56 2.44 -10.48
H 11.12 2.93 -10.16
H 10.39 3.36 -7.95
H 11.02 1.91 -7.79
H 9.12 2.83 -6.16
H 9.56 1.17 -6.04
H 7.90 1.51 -6.27
C -1.09 8.63 11.52
O -0.73 9.19 10.31
C -0.56 8.34 9.17
C -1.94 7.63 8.77
N -1.77 6.57 7.85
C -2.92 6.02 7.13
C -4.13 5.64 8.13
O -5.24 4.98 7.58
C -6.14 5.72 6.72
H -0.56 7.72 11.79
H -2.08 8.17 11.49
H -1.07 9.29 12.39
H 0.26 7.62 9.27
H -0.08 8.90 8.37
H -2.50 8.51 8.46
H -2.39 7.20 9.67
H -1.21 5.88 8.33
H -2.65 5.10 6.60
H -3.24 6.71 6.36
H -4.44 6.53 8.68
H -3.93 4.88 8.88
H -6.86 4.97 6.42
H -5.69 6.00 5.76
H -6.50 6.67 7.12
C -3.78 -4.89 7.95
O -5.11 -5.34 7.80
C -6.05 -4.24 7.49
C -6.76 -3.54 8.69
N -6.88 -4.48 9.79
C -8.19 -5.14 9.82
C -8.57 -5.98 8.57
O -9.22 -5.26 7.57
C -9.64 -6.14 6.44
H -3.20 -5.78 8.16
H -3.73 -4.36 8.91
H -3.24 -4.43 7.12
H -6.90 -4.63 6.93
H -5.65 -3.51 6.78
H -7.71 -3.08 8.43
H -6.33 -2.58 8.95
H -6.08 -5.10 9.73
H -8.89 -4.34 10.06
H -8.16 -5.82 10.66
H -9.28 -6.75 8.91
H -7.61 -6.33 8.19
H -10.37 -5.59 5.85
H -10.10 -7.07 6.79
H -8.82 -6.45 5.78
*
```

The HOMO-LUMO gap comes out at 8.7 eV. The LUMO energy comes out at 0.26 eV.

---

For each record above, in turn, the calculated energy relative to the best compared isomer or geometry (same formula, charge and spin) values are 0.000 9.706 eV.
For each record above, in turn, the calculated energy values are -3369.60115 -4055.70318 hartree.